Entry from the OMol25 dataset: a cluster of 2 separate species, C6H10 in total at a distorted geometry (ωB97M-V/def2-TZVPD).

```
16
Properties=species:S:1:pos:R:3:forces:R:3:nbo_charge:R:1
C -0.524 -0.516 -0.993 0.078 -2.148 -1.982 0.04
C 0.275 -1.513 -1.216 -0.563 -0.672 0.478 -0.19
C -1.173 -1.781 -1.588 0.521 -0.320 4.167 -0.45
C -0.898 0.872 -0.993 -3.247 1.105 -1.263 -0.66
C 1.633 0.746 1.502 2.737 -1.513 -0.764 -0.40
C 0.635 0.568 2.324 -2.052 1.445 2.209 -0.40
H -1.841 -2.433 -0.935 0.918 0.888 -0.710 0.17
H -1.432 -1.774 -2.569 -0.741 -0.034 -2.951 0.17
H -0.303 1.500 -1.660 0.199 -0.130 0.223 0.23
H -0.869 1.231 0.004 -0.022 0.830 0.874 0.24
H -2.050 0.972 -1.398 2.859 -0.217 1.122 0.22
H 2.112 1.673 1.117 -0.798 -0.489 0.771 0.21
H 2.256 -0.169 1.308 -0.845 0.808 -0.664 0.19
H 1.192 -2.094 -1.181 -0.051 0.691 -0.016 0.22
H 0.168 -0.432 2.622 1.092 1.565 -0.398 0.22
H 0.253 1.525 2.856 -0.086 -1.808 -1.097 0.19
```
Positions in Å, forces in eV/Å.

Summary:
HOMO level in eV: -8.97
Charge: 0
Structure (SMILES): CC1=CC1.C=C
Gap between HOMO and LUMO in eV: 10.0915